Entry 1:
DFT (ωB97M-V/def2-TZVPD) results for 2 unconnected molecules or ions with the total composition C4H6NO3PS in a non-equilibrium geometry.

As for the LUMO energy: 0.208 hartree. Its energy relative to the best compared isomer or geometry (same formula, charge and spin) is 11.86 kcal per mole.

The geometry in ORCA input format:
```
! wB97M-V def2-TZVPD RIJCOSX def2/J DEFGRID3
* xyz -2 1
C -0.08600 1.79402 -0.24534
C 1.15594 2.37999 -0.18517
C 0.51765 -0.38100 -0.66311
C -0.00432 -1.75968 -0.62553
N -0.34525 0.49057 -0.34808
O -4.07083 1.89606 -0.84182
O -4.09783 -0.66682 -0.44724
O -4.13930 0.93120 1.56744
P -4.05854 0.68618 0.08670
S 2.63127 1.82161 0.41868
H -1.11494 2.35833 -0.42503
H 1.11407 3.47086 -0.25867
H 1.46151 -0.22410 -1.13017
H -0.91740 -1.60663 -0.10942
H 0.68804 -2.47808 -0.21492
H -0.31925 -2.33956 -1.61386
*
```

=====

Entry 2:
DFT (ωB97M-V/def2-TZVPD) results for 9 unconnected molecules or ions with the total composition C23H53BrFN17O11 in a non-equilibrium geometry.

As for the LUMO energy: 0.012 hartree. As for the SMILES: O=C(Br)O[C@@H](CCCF)CCCNCc1ccccc1O.NC(N)=O.NC(N)=O.NC(N)=O.NC(N)=O.NC(N)=O.NC(N)=O.NC(N)=O.NC(N)=O.

The geometry in ORCA input format:
```
! wB97M-V def2-TZVPD RIJCOSX def2/J DEFGRID3
* xyz 0 1
O -0.21328 3.54627 -1.42672
C 0.55950 2.76797 -1.92773
Br 1.26609 3.21384 -3.68424
O 0.94840 1.60418 -1.38743
C 1.58971 1.79930 -0.08430
C 0.66789 1.43758 1.09660
C -0.32688 0.31849 0.76498
C -1.53607 0.75950 -0.05837
F -1.99277 2.02439 0.29910
C 2.97195 1.13426 -0.03619
C 2.97667 -0.41645 0.05789
C 3.01613 -1.03802 -1.35761
N 2.52310 -2.42808 -1.42820
C 1.12132 -2.53934 -1.82420
C 0.81456 -2.15252 -3.24967
C 1.71176 -1.69094 -4.17100
C 1.38128 -1.31548 -5.44930
C 0.06528 -1.40058 -5.82280
C -0.84687 -1.88800 -4.92805
C -0.50238 -2.26464 -3.65968
O -1.49741 -2.72632 -2.84514
H 1.78783 2.87455 -0.01312
H 1.31875 1.10363 1.91040
H 0.13171 2.32880 1.42853
H 0.11018 -0.55222 0.27716
H -0.72439 -0.04409 1.72027
H -2.36817 0.06049 0.07202
H -1.28351 0.74683 -1.12151
H 3.48709 1.45312 -0.94956
H 3.51216 1.53827 0.82360
H 2.17060 -0.81949 0.67298
H 3.93017 -0.66987 0.53570
H 4.04097 -1.04480 -1.74808
H 2.46773 -0.36631 -2.02310
H 2.56242 -2.79165 -0.48022
H 0.50550 -1.87419 -1.17724
H 0.75177 -3.55425 -1.62911
H 2.75306 -1.61067 -3.87368
H 2.14799 -0.93455 -6.11067
H -0.25331 -1.09252 -6.81088
H -1.88106 -1.97719 -5.24707
H -1.25612 -2.62555 -1.91720
N 1.09408 6.39846 -5.27768
C 0.91489 5.84924 -6.51371
N 1.13443 6.70239 -7.56003
O 0.58403 4.68553 -6.67554
H 1.36716 7.35548 -5.12182
H 0.94205 5.79839 -4.48685
H 1.01286 6.33395 -8.48430
H 1.40682 7.66029 -7.44710
N -1.36687 -1.96315 4.29105
C -1.37093 -2.80377 3.21839
N -2.37593 -3.71649 3.19494
O -0.52501 -2.74635 2.33190
H -2.04767 -1.99831 5.02601
H -0.63469 -1.27876 4.33728
H -2.39409 -4.34555 2.41499
H -3.07853 -3.79781 3.90681
N -2.49834 -7.12643 3.53199
C -2.33205 -6.83808 4.85769
N -1.74346 -7.82807 5.58978
O -2.68003 -5.77996 5.35780
H -2.21495 -7.99040 3.11109
H -2.92875 -6.42834 2.95978
H -1.60417 -7.65303 6.56734
H -1.44767 -8.70439 5.20469
N -3.50751 4.44669 4.34272
C -2.70460 3.95012 3.34898
N -3.36265 3.48105 2.25877
O -1.48367 3.92971 3.44484
H -4.50733 4.47268 4.28689
H -3.05645 4.80262 5.16530
H -2.80089 3.10497 1.50847
H -4.36016 3.48759 2.16767
N -1.22116 2.58532 6.54977
C -0.11526 2.31397 7.30363
N 1.06635 2.72535 6.75084
O -0.17453 1.74966 8.38236
H -1.18829 3.04990 5.65660
H -2.10794 2.29936 6.91940
H 1.90311 2.54505 7.27262
H 1.13206 3.19051 5.86475
N 0.87182 10.42587 -2.03394
C 0.83057 9.38101 -2.91100
N -0.22755 8.53282 -2.75545
O 1.68220 9.21969 -3.77234
H 0.18674 10.57937 -1.31953
H 1.63751 11.06749 -2.12172
H -0.29071 7.75314 -3.38531
H -0.93409 8.64851 -2.05471
N 2.00334 -4.85419 0.69865
C 2.67040 -5.25928 1.82457
N 2.05276 -4.91153 2.98905
O 3.72813 -5.86545 1.78623
H 1.13336 -4.34850 0.71241
H 2.42382 -5.07954 -0.18375
H 2.50317 -5.16217 3.84851
H 1.17997 -4.41637 3.01301
N -2.48922 -5.49211 -3.08384
C -1.28521 -5.58912 -2.45045
N -0.29309 -6.17999 -3.17804
O -1.10564 -5.17619 -1.31438
H -2.65579 -5.82151 -4.01497
H -3.23904 -5.05909 -2.57891
H 0.60600 -6.26690 -2.74205
H -0.41658 -6.52346 -4.11099
*
```

=====

Result set for gap between HOMO and LUMO: 5.55 8.56 eV, one per record in the order listed.
Result set for molecular weight: 179.14 842.69 Da, one per record in the order listed.
Result set for electronic energy: -1176.0851 -5340.9069 hartree, one per record in the order listed.